# 1
Below is a structure of composition C32H32NO, with properties calculated with wB97M-V/def2-TZVPD.

```
66
Properties=species:S:1:pos:R:3:lowdin_charge:R:1
C 4.428 0.047 3.720 -0.07
C 3.940 1.275 3.272 -0.07
C 2.661 1.357 2.731 -0.03
C 1.909 0.171 2.545 -0.22
C 0.676 0.146 1.698 -0.11
C -0.416 -0.609 2.282 0.03
N -1.581 -0.179 2.774 -0.02
C -2.503 -1.202 3.321 -0.12
C -3.978 -0.776 3.270 -0.17
C -4.239 0.588 3.887 -0.20
C -3.265 1.634 3.367 -0.17
C -1.782 1.180 3.340 -0.10
C 2.330 -1.015 3.169 -0.04
C 3.615 -1.080 3.709 -0.07
H 5.446 -0.031 4.093 0.11
H 4.571 2.172 3.313 0.12
H 2.256 2.329 2.416 0.13
H 0.426 1.057 1.157 0.12
H -0.278 -1.708 2.284 0.15
H -2.325 -2.144 2.784 0.13
H -2.231 -1.381 4.374 0.14
H -4.327 -0.787 2.230 0.12
H -4.582 -1.520 3.794 0.12
H -5.260 0.913 3.675 0.12
H -4.166 0.525 4.979 0.12
H -3.523 1.950 2.345 0.12
H -3.329 2.553 3.966 0.12
H -1.400 1.186 4.386 0.15
H -1.249 1.952 2.758 0.13
H 1.682 -1.904 3.192 0.11
H 3.972 -2.036 4.104 0.11
C -5.688 0.130 -3.363 -0.09
C -4.681 1.004 -3.791 -0.08
C -3.515 0.499 -4.371 -0.01
C -3.382 -0.894 -4.446 -0.24
O -2.105 -1.457 -4.637 -0.01
C -1.179 -1.184 -3.617 -0.23
C -1.031 -2.121 -2.599 0.01
C -0.329 -1.770 -1.464 -0.02
C 0.363 -0.538 -1.359 -0.17
C 1.201 -0.314 -0.160 -0.06
C 2.406 0.527 -0.383 -0.23
C 3.703 0.022 -0.137 -0.02
C 4.798 0.881 -0.142 -0.07
C 4.633 2.240 -0.473 -0.07
C 3.366 2.719 -0.800 -0.07
C 2.254 1.871 -0.749 -0.06
C 0.336 0.291 -2.513 0.00
C -0.434 -0.003 -3.625 0.01
C -4.415 -1.778 -4.114 -0.01
C -5.550 -1.251 -3.516 -0.08
H -6.567 0.530 -2.862 0.10
H -4.767 2.084 -3.643 0.11
H -2.698 1.155 -4.685 0.11
H -1.471 -3.109 -2.737 0.13
H -0.238 -2.506 -0.661 0.11
H 1.391 -1.260 0.357 0.11
H 3.840 -1.016 0.164 0.12
H 5.796 0.505 0.134 0.12
H 5.496 2.912 -0.481 0.11
H 3.212 3.753 -1.104 0.11
H 1.253 2.286 -0.942 0.12
H 0.962 1.180 -2.577 0.10
H -0.443 0.629 -4.521 0.13
H -4.260 -2.847 -4.237 0.12
H -6.315 -1.932 -3.149 0.11
```

The frontier orbital gap comes out at 6.7 eV. As for the HOMO energy: -10.8 eV. The charge is +1. For the energy above the lowest of the compared OMol25 structures with the same formula, charge and spin, the calculation gives 162.1 kJ/mol.

=====

# 2
Below is a cluster of 11 separate species, C36H88BF5N2O14P in total, with properties calculated with wB97M-V/def2-TZVPD.

```
147
Properties=species:S:1:pos:R:3:lowdin_charge:R:1
C -2.538 -0.443 2.560 -0.09
O -2.860 0.701 3.345 -0.17
C -2.712 1.913 2.633 -0.23
C -2.340 3.024 3.598 -0.17
C -2.575 4.413 3.016 -0.19
C -2.120 4.563 1.559 -0.21
C -1.622 5.972 1.239 -0.20
C -0.234 6.291 1.823 -0.20
C 0.968 5.900 0.906 -0.19
C 1.556 4.534 1.276 -0.21
C 1.972 3.756 -0.007 -0.24
C 2.913 2.590 0.274 -0.28
P 2.737 0.989 -0.791 0.65
O 0.995 1.190 -1.043 -0.33
C 0.022 1.085 -0.081 -0.30
C -1.364 1.252 -0.742 -0.16
N -2.219 0.079 -0.460 -0.06
C -3.111 -0.213 -1.596 -0.17
C -3.677 -1.611 -1.404 -0.43
C -4.274 -1.812 -0.042 -0.05
O -4.646 -1.824 -2.439 -0.04
B 3.067 1.906 -2.492 -0.56
O 3.661 3.165 -2.636 0.09
N 2.815 1.227 -3.799 -0.17
C 1.441 1.092 -4.213 -0.11
C 3.694 0.127 -4.133 -0.12
C 2.522 -0.231 0.766 -0.47
F 3.793 -0.768 1.011 -0.04
F 1.850 -1.365 0.337 -0.02
C 1.964 -0.013 2.166 -0.12
C 1.396 1.054 2.782 -0.03
C 0.908 1.034 4.066 -0.05
C 0.953 -0.122 4.778 -0.02
C 1.525 -1.219 4.174 -0.13
C 1.591 -2.533 4.893 -0.56
F 2.592 -3.293 4.378 0.10
F 1.844 -2.391 6.204 0.14
F 0.463 -3.255 4.766 0.14
C 2.008 -1.161 2.911 0.03
H -2.108 -0.194 1.592 0.05
H -3.458 -0.993 2.368 0.06
H -1.830 -1.095 3.065 0.09
H -3.672 2.194 2.181 0.14
H -1.944 1.858 1.864 0.09
H -2.939 2.899 4.500 0.11
H -1.303 2.892 3.904 0.09
H -2.107 5.158 3.655 0.11
H -3.651 4.574 3.028 0.09
H -1.392 3.812 1.272 0.08
H -2.980 4.372 0.919 0.11
H -2.331 6.679 1.663 0.09
H -1.592 6.079 0.157 0.10
H -0.076 5.748 2.754 0.10
H -0.170 7.353 2.055 0.09
H 0.597 5.911 -0.115 0.10
H 1.708 6.689 1.012 0.10
H 0.729 3.959 1.680 0.07
H 2.384 4.592 1.974 0.11
H 1.035 3.531 -0.514 0.10
H 2.464 4.500 -0.628 0.10
H 3.893 2.927 -0.058 0.06
H 3.116 2.398 1.330 0.07
H 2.634 -0.239 -1.571 0.02
H 4.182 0.835 -0.659 0.02
H -0.070 0.141 0.460 0.11
H 0.078 1.907 0.652 0.08
H -1.205 1.414 -1.802 0.11
H -1.860 2.153 -0.365 0.10
H -2.839 0.375 0.285 0.06
H -3.908 0.534 -1.667 0.13
H -2.529 -0.249 -2.508 0.12
H -2.829 -2.282 -1.519 0.12
H -3.527 -1.721 0.735 0.04
H -4.729 -2.798 0.039 0.09
H -4.998 -1.015 0.146 0.08
H -5.409 -2.233 -2.025 0.07
H 4.359 3.073 -3.295 0.09
H 1.323 0.769 -5.242 0.06
H 0.950 0.308 -3.612 0.08
H 0.852 1.985 -4.038 0.08
H 4.668 0.287 -3.673 0.08
H 3.284 -0.814 -3.735 0.07
H 3.819 -0.019 -5.206 0.06
H 1.339 1.981 2.230 0.08
H 0.464 1.911 4.505 0.10
H 0.565 -0.222 5.778 0.12
H 2.426 -2.058 2.501 0.12
C 0.741 -1.799 -7.131 -0.14
O 1.831 -1.291 -6.372 -0.14
H -0.045 -1.048 -7.151 0.09
H 1.067 -2.009 -8.155 0.06
H 0.355 -2.713 -6.671 0.08
H 2.519 -1.965 -6.364 0.07
C 4.921 -5.543 4.673 -0.16
O 4.628 -6.869 4.240 -0.12
H 5.873 -5.560 5.200 0.08
H 5.000 -4.875 3.813 0.05
H 4.145 -5.181 5.350 0.07
H 3.789 -6.844 3.770 0.06
C -1.112 -4.883 -1.150 -0.15
O -2.194 -4.537 -0.292 -0.13
H -1.321 -4.467 -2.132 0.08
H -0.173 -4.463 -0.780 0.07
H -1.016 -5.970 -1.236 0.07
H -2.007 -4.901 0.577 0.07
C 3.376 -0.431 -10.557 -0.16
O 2.293 0.029 -9.760 -0.12
H 3.303 0.050 -11.530 0.07
H 4.334 -0.167 -10.101 0.08
H 3.328 -1.516 -10.693 0.07
H 2.366 -0.401 -8.901 0.05
C 3.265 -4.613 0.589 -0.13
O 2.964 -5.393 1.753 -0.14
H 3.352 -5.288 -0.259 0.08
H 2.466 -3.895 0.401 0.07
H 4.209 -4.080 0.720 0.07
H 2.889 -4.779 2.490 0.04
C -6.284 -0.403 5.205 -0.14
O -5.387 -0.828 4.183 -0.14
H -7.300 -0.609 4.872 0.07
H -6.099 -0.947 6.135 0.08
H -6.179 0.669 5.387 0.08
H -4.492 -0.635 4.482 0.07
C -5.575 6.939 2.450 -0.16
O -5.764 5.546 2.222 -0.13
H -4.870 7.048 3.270 0.08
H -5.166 7.425 1.561 0.08
H -6.519 7.419 2.724 0.07
H -6.385 5.454 1.495 0.08
C 2.245 -5.166 -8.694 -0.16
O 3.258 -4.546 -7.904 -0.13
H 1.987 -4.496 -9.510 0.07
H 2.603 -6.112 -9.110 0.07
H 1.355 -5.349 -8.086 0.08
H 3.471 -5.150 -7.188 0.07
C -8.107 -1.777 1.506 -0.16
O -6.876 -1.097 1.698 -0.13
H -8.285 -1.853 0.435 0.07
H -8.065 -2.786 1.928 0.08
H -8.936 -1.226 1.963 0.07
H -6.715 -1.030 2.647 0.03
C 7.191 -3.063 2.911 -0.17
O 7.367 -1.773 2.339 -0.12
H 8.115 -3.338 3.414 0.08
H 6.375 -3.052 3.639 0.06
H 6.973 -3.799 2.132 0.08
H 6.547 -1.530 1.895 0.07
```

The frontier orbital gap comes out at 5.8 eV. As for the HOMO energy: -3.8 eV. The charge is -1.

=====

# 3
Below is a structure of composition C21H25N3O6OsS, with properties calculated with wB97M-V/def2-TZVPD.

```
57
Properties=species:S:1:pos:R:3:lowdin_charge:R:1
Os 0.128 0.030 -0.280 1.69
C 3.118 -1.246 -0.890 -0.07
N 2.296 -0.641 0.199 -0.25
C 3.147 0.466 0.764 -0.17
C 2.752 1.904 0.448 -0.16
C 2.207 2.140 -0.957 -0.17
N 0.774 1.863 -0.954 -0.12
C -0.035 2.779 -1.343 -0.05
C -1.472 2.766 -1.295 -0.14
C -2.137 3.852 -1.890 -0.04
C -3.504 3.965 -1.867 -0.09
C -4.247 2.975 -1.213 -0.07
C -3.627 1.909 -0.610 0.00
C -2.227 1.762 -0.643 -0.31
O -1.720 0.725 -0.017 -0.20
C 2.155 -1.675 1.268 -0.20
C 1.492 -3.009 0.896 -0.13
C -0.006 -2.995 0.498 -0.18
N -0.558 -1.677 0.794 -0.08
C -1.254 -1.565 1.862 -0.06
C -1.502 -0.339 2.583 -0.15
C -2.501 -0.296 3.560 -0.03
C -2.667 0.816 4.357 -0.09
C -1.790 1.891 4.209 -0.07
C -0.776 1.853 3.273 0.00
C -0.624 0.747 2.433 -0.32
O 0.375 0.753 1.548 -0.25
H 4.052 -1.609 -0.450 0.10
H 3.327 -0.497 -1.646 0.08
H 2.595 -2.055 -1.372 0.07
H 4.153 0.307 0.372 0.12
H 3.209 0.347 1.846 0.12
H 3.651 2.507 0.594 0.12
H 2.007 2.256 1.157 0.10
H 2.667 1.500 -1.710 0.10
H 2.371 3.181 -1.243 0.12
H 0.407 3.703 -1.717 0.14
H -1.540 4.611 -2.383 0.11
H -3.998 4.801 -2.341 0.10
H -5.327 3.047 -1.183 0.11
H -4.196 1.137 -0.107 0.12
H 1.621 -1.211 2.096 0.11
H 3.164 -1.913 1.623 0.13
H 1.592 -3.608 1.804 0.12
H 2.070 -3.522 0.128 0.11
H -0.541 -3.753 1.073 0.12
H -0.128 -3.200 -0.557 0.10
H -1.601 -2.479 2.347 0.14
H -3.152 -1.154 3.680 0.12
H -3.455 0.849 5.095 0.10
H -1.904 2.767 4.835 0.11
H -0.093 2.684 3.152 0.12
O 0.546 -1.513 -1.610 -0.48
S 0.328 -0.679 -2.903 0.37
O -0.188 -1.491 -3.958 -0.26
O -0.722 0.200 -2.239 -0.39
O 1.520 0.062 -3.242 -0.31
```

The frontier orbital gap comes out at 7.9 eV. As for the HOMO energy: -8.1 eV. The charge is 0. For the energy above the lowest of the compared OMol25 structures with the same formula, charge and spin, the calculation gives 0.0 kJ/mol.

=====

# 4
Below is a cluster of 2 separate species, C4H7ClO in total, with properties calculated with wB97M-V/def2-TZVPD.

```
13
Properties=species:S:1:pos:R:3:lowdin_charge:R:1
C 0.375 1.523 0.600 -0.07
C -0.106 0.467 0.030 -0.11
C -1.312 -0.347 -0.177 -0.26
C 2.028 -0.899 -0.570 -0.54
O -1.328 -1.550 0.665 -0.09
Cl 3.147 0.200 0.040 0.57
H 1.489 1.563 1.020 0.04
H -0.115 2.507 0.546 0.06
H -1.299 -0.862 -1.097 0.10
H -2.069 0.422 -0.070 0.12
H 1.699 -1.685 0.186 0.03
H 1.730 -1.011 -1.641 0.03
H -1.740 -1.349 1.548 0.11
```

The frontier orbital gap (alpha / beta) comes out at 8.2 / 8.3 eV. As for the HOMO energy (alpha / beta): -7.8 / -7.9 eV. The charge is 0. For the energy above the lowest of the compared OMol25 structures with the same formula, charge and spin, the calculation gives 547.3 kJ/mol.

=====

# 5
Below is a structure of composition C20H41AsInN4P2S, with properties calculated with wB97M-V/def2-TZVPD.

```
70
Properties=species:S:1:pos:R:3:lowdin_charge:R:1
In 0.237 0.083 -0.039 0.34
C 0.457 4.722 1.253 0.03
C 0.131 3.281 1.009 -0.23
N 0.567 2.576 0.076 -0.02
N 1.448 3.190 -0.741 0.00
C 2.522 2.507 -1.045 -0.73
N 3.488 3.013 -1.823 0.16
S 2.747 0.879 -0.443 0.68
C -0.733 2.609 2.037 -0.23
C -1.640 3.250 2.850 0.02
C -2.282 2.483 3.829 0.03
C -2.035 1.095 3.896 0.01
C -1.232 0.535 2.946 -0.14
N -0.541 1.287 2.075 0.04
H 1.516 4.897 1.049 0.10
H 0.397 4.963 2.341 0.12
H -0.136 5.369 0.641 0.11
H 1.313 4.171 -1.085 0.21
H 3.667 3.972 -2.020 0.13
H 4.293 2.430 -1.975 0.11
H -1.758 4.322 2.746 0.13
H -3.005 2.925 4.499 0.13
H -2.412 0.523 4.728 0.13
H -1.122 -0.511 2.834 0.09
C 0.968 -1.169 -3.988 -0.20
P -0.051 -0.291 -2.763 0.77
C -0.186 1.432 -3.335 -0.25
C -1.789 -0.853 -3.022 -0.39
C -2.730 -0.014 -2.197 -0.41
P -2.410 0.211 -0.426 0.81
C -3.345 1.773 -0.115 -0.19
C -3.432 -0.969 0.389 -0.23
H 0.381 -1.091 -4.897 0.07
H 1.064 -2.192 -3.525 0.06
H 1.924 -0.597 -3.954 0.07
H -0.870 1.431 -4.164 0.05
H 0.798 1.709 -3.811 0.08
H -0.479 2.141 -2.500 0.05
H -1.831 -1.955 -2.858 0.10
H -2.029 -0.783 -4.078 0.10
H -3.778 -0.336 -2.347 0.12
H -2.776 0.970 -2.737 0.11
H -4.272 1.630 -0.592 0.05
H -2.869 2.618 -0.619 0.06
H -3.432 1.766 0.996 0.06
H -4.483 -0.650 0.386 0.09
H -3.204 -1.091 1.406 0.02
H -3.421 -1.987 -0.019 0.08
C -0.445 -3.834 -0.873 -0.14
C 0.169 -3.819 0.584 -0.34
As 1.236 -2.216 0.980 1.16
C 1.596 -1.864 2.940 -0.38
C 2.432 -2.917 3.636 -0.14
C 3.007 -2.567 0.319 -0.41
C 3.110 -2.865 -1.197 -0.14
H -1.331 -4.470 -0.943 0.09
H 0.191 -4.177 -1.709 0.08
H -0.815 -2.828 -1.120 0.00
H 0.900 -4.654 0.678 0.10
H -0.620 -3.938 1.294 0.06
H 0.611 -1.776 3.359 0.04
H 1.931 -0.837 2.928 0.06
H 2.014 -3.944 3.586 0.10
H 2.434 -2.635 4.731 0.11
H 3.483 -2.814 3.346 0.08
H 3.348 -3.507 0.920 0.13
H 3.688 -1.725 0.509 0.06
H 4.160 -2.985 -1.506 0.10
H 2.736 -2.154 -1.848 0.00
H 2.528 -3.747 -1.481 0.07
```

The frontier orbital gap comes out at 8.3 eV. As for the HOMO energy: -17.1 eV. The charge is +3. For the energy above the lowest of the compared OMol25 structures with the same formula, charge and spin, the calculation gives 31.5 kJ/mol.

=====

# 6
Below is a cluster of 2 separate species, C5H10O2 in total, with properties calculated with wB97M-V/def2-TZVPD.

```
17
Properties=species:S:1:pos:R:3:lowdin_charge:R:1
C -0.900 2.142 -0.002 -0.07
O -0.301 0.867 0.283 -0.28
C 0.240 0.246 -0.826 -0.20
C 1.492 1.328 1.163 0.14
C 0.413 -1.069 -0.850 -0.06
C -0.093 -2.033 0.185 -0.26
O -0.718 -3.146 -0.433 -0.07
H -1.544 2.081 -0.887 0.10
H -0.095 2.868 -0.144 0.08
H -1.504 2.412 0.866 0.10
H 0.605 0.932 -1.586 0.13
H 1.885 0.286 1.121 -0.03
H 0.985 1.342 2.148 -0.03
H 0.974 -1.488 -1.679 0.12
H 0.732 -2.450 0.773 0.12
H -0.769 -1.523 0.886 0.12
H -1.401 -2.794 -1.018 0.09
```

The frontier orbital gap comes out at 9.4 eV. As for the HOMO energy: -8.7 eV. The charge is 0. For the energy above the lowest of the compared OMol25 structures with the same formula, charge and spin, the calculation gives 641.5 kJ/mol.

=====

# 7
Below is a structure of composition C12H24BrClHfO10, with properties calculated with wB97M-V/def2-TZVPD.

```
49
Properties=species:S:1:pos:R:3:lowdin_charge:R:1
Hf 0.251 -0.083 0.143 1.85
Cl 1.946 2.037 -0.310 -0.03
Br 0.087 -3.016 0.100 0.05
C -4.545 0.770 0.204 -0.02
O -4.363 -0.143 1.267 0.02
C -3.181 -0.820 1.444 -0.46
O -2.109 -0.562 0.855 -0.10
O -3.235 -1.791 2.360 0.04
C -4.368 -2.013 3.224 0.01
H -3.849 1.600 0.084 0.08
H -5.532 1.231 0.240 0.12
H -4.579 0.232 -0.743 0.11
H -5.329 -2.137 2.726 0.11
H -4.356 -1.228 3.981 0.11
H -4.288 -2.937 3.796 0.11
C 1.652 -3.122 -3.261 -0.03
O 2.301 -1.923 -3.616 0.00
C 2.259 -0.833 -2.844 -0.46
O 1.587 -0.779 -1.796 -0.15
O 3.023 0.196 -3.316 0.03
C 3.824 0.047 -4.475 -0.03
H 0.612 -2.921 -3.003 0.08
H 2.160 -3.600 -2.424 0.10
H 1.723 -3.756 -4.144 0.12
H 3.834 0.982 -5.035 0.11
H 3.535 -0.762 -5.146 0.10
H 4.837 -0.317 -4.303 0.11
C -3.399 3.611 2.526 -0.04
O -2.567 2.619 2.008 0.00
C -1.714 2.826 0.950 -0.49
O -0.979 1.908 0.606 -0.11
O -1.841 4.006 0.333 0.03
C -0.950 4.408 -0.716 0.00
H -3.721 3.213 3.489 0.11
H -4.309 3.862 1.982 0.11
H -2.889 4.568 2.639 0.11
H -0.956 3.713 -1.555 0.10
H 0.075 4.428 -0.348 0.08
H -1.186 5.435 -0.996 0.12
C 4.976 -1.244 0.773 0.02
C 3.541 -1.567 1.097 -0.41
O 2.582 -0.903 0.665 -0.19
C 3.374 -2.786 1.970 0.00
H 5.080 -0.793 -0.214 0.09
H 5.610 -2.129 0.828 0.10
H 5.343 -0.498 1.478 0.12
H 2.642 -2.451 2.705 0.10
H 4.327 -2.982 2.460 0.10
H 3.068 -3.599 1.311 0.09
```

The frontier orbital gap comes out at 6.5 eV. As for the HOMO energy: -15.5 eV. The charge is +2. For the energy above the lowest of the compared OMol25 structures with the same formula, charge and spin, the calculation gives 0.0 kJ/mol.

=====

| no. | F_max (eV/Å) |
| --- | --- |
| 1 | 2.63 |
| 2 | 2.39 |
| 3 | 0.75 |
| 4 | 3.39 |
| 5 | 3.51 |
| 6 | 0.44 |
| 7 | 4.13 |